Molecular formula: C4H9NO
Method: DFT, the ωB97M-V functional and the def2-TZVPD basis

The geometry in XYZ format:
```
15
Properties=species:S:1:pos:R:3:forces:R:3:mulliken_spin:R:1
C 2.180 1.300 0.269 -1.5125 -0.2103 -0.1770 0.682
C -1.576 -0.666 -1.134 -0.0894 0.4007 0.0386 0.046
C -0.672 -0.563 1.213 0.3009 0.3754 -0.1259 0.024
C -0.626 0.087 -0.180 -1.0963 -1.1944 -0.1846 -0.010
N 3.310 1.065 -0.042 2.8732 0.7122 0.3904 0.183
O 0.605 0.056 -0.756 -0.5969 -0.4509 -0.5430 0.900
H 1.621 1.952 0.892 0.2610 0.9729 0.9469 0.063
H -1.424 -0.304 -2.150 -0.0877 0.0085 -0.0046 0.001
H -1.346 -1.730 -1.108 -0.0373 -0.0290 0.0214 -0.002
H -2.611 -0.508 -0.841 -0.1722 -0.1170 -0.0162 -0.005
H -0.041 -0.016 1.908 0.0460 0.0167 0.1614 0.009
H -0.308 -1.587 1.151 0.0028 -0.0287 -0.0312 -0.005
H -1.693 -0.577 1.589 -0.0407 0.0219 0.0241 -0.002
H -1.002 1.131 -0.095 0.5268 -0.0880 -0.2169 0.054
H 3.585 0.362 -0.716 -0.3779 -0.3902 -0.2835 0.062
```
Forces are in eV/Å.

Properties
Lowest unoccupied orbital energy (spin up / spin down) in eV: 1.06 / -1.78
Spin multiplicity: 3
Kohn-Sham gap (spin up / spin down) in eV: 7.059 / 8.009
Largest force on an atom in eV Å⁻¹: 3.0
Energy above the lowest of the compared OMol25 structures with the same formula, charge and spin in eV: 0.634